Record 1
{"formula": "C22H34N4O3S", "method": "the ωB97M-V functional and the def2-TZVPD basis", "lumo_ev": 0.572, "e_homo_ev": -8.49, "gap_ev": 9.058, "e_above_lowest_ev": 0.0000, "total_energy_ev": -46306.4180, "species": ["C", "S", "C", "C", "C", "N", "C", "O", "N", "C", "C", "C", "C", "O", "N", "C", "C", "C", "O", "N", "C", "C", "C", "C", "C", "C", "C", "C", "C", "C", "H", "H", "H", "H", "H", "H", "H", "H", "H", "H", "H", "H", "H", "H", "H", "H", "H", "H", "H", "H", "H", "H", "H", "H", "H", "H", "H", "H", "H", "H", "H", "H", "H", "H"], "coordinates": [[-1.856, -3.662, 0.302], [-3.188, -3.445, -0.915], [-2.416, -2.213, -2.027], [-3.003, -0.816, -1.881], [-3.009, -0.281, -0.437], [-3.747, 0.964, -0.287], [-1.582, -0.109, 0.080], [-0.615, -0.345, -0.640], [-1.424, 0.224, 1.372], [-2.438, 0.782, 2.237], [-2.314, 2.318, 2.251], [-0.877, 2.735, 1.900], [-0.730, 2.837, 0.368], [-1.687, 3.079, -0.342], [0.525, 2.674, -0.087], [1.010, 2.790, -1.458], [-0.004, 2.355, -2.511], [2.276, 1.920, -1.566], [3.357, 2.390, -1.861], [2.062, 0.631, -1.267], [3.101, -0.379, -1.363], [2.865, -1.267, -2.588], [3.147, -1.197, -0.093], [2.043, -1.938, 0.313], [2.085, -2.683, 1.477], [3.234, -2.703, 2.249], [4.339, -1.971, 1.852], [4.294, -1.221, 0.689], [0.080, 1.746, 2.570], [-0.089, 0.362, 1.929], [-2.234, -4.339, 1.060], [-1.602, -2.704, 0.748], [-0.990, -4.099, -0.187], [-1.351, -2.215, -1.808], [-2.575, -2.576, -3.043], [-2.431, -0.134, -2.517], [-4.038, -0.828, -2.232], [-3.508, -1.035, 0.192], [-3.210, 1.746, -0.654], [-4.620, 0.914, -0.801], [-2.270, 0.371, 3.238], [-3.428, 0.496, 1.893], [-2.989, 2.743, 1.510], [-2.589, 2.697, 3.235], [-0.694, 3.746, 2.280], [1.266, 2.594, 0.591], [1.312, 3.830, -1.650], [0.480, 2.347, -3.485], [-0.376, 1.358, -2.291], [-0.845, 3.042, -2.536], [1.116, 0.301, -1.099], [4.043, 0.166, -1.486], [3.628, -2.039, -2.640], [2.910, -0.666, -3.493], [1.889, -1.741, -2.531], [1.139, -1.924, -0.278], [1.219, -3.254, 1.781], [3.268, -3.289, 3.156], [5.239, -1.983, 2.449], [5.158, -0.649, 0.384], [1.124, 2.060, 2.514], [-0.177, 1.705, 3.631], [0.065, -0.427, 2.675], [0.631, 0.208, 1.126]]}

=====

Record 2
{"formula": "C22H34N6O3S2", "method": "the ωB97M-V functional and the def2-TZVPD basis", "lumo_ev": 0.123, "e_homo_ev": -8.63, "gap_ev": 8.756, "e_above_lowest_ev": 0.0000, "total_energy_ev": -60118.9821, "species": ["C", "C", "N", "C", "C", "S", "O", "O", "C", "C", "C", "C", "C", "C", "N", "N", "C", "S", "C", "C", "O", "N", "C", "C", "C", "C", "C", "C", "C", "C", "N", "N", "C", "H", "H", "H", "H", "H", "H", "H", "H", "H", "H", "H", "H", "H", "H", "H", "H", "H", "H", "H", "H", "H", "H", "H", "H", "H", "H", "H", "H", "H", "H", "H", "H", "H", "H"], "coordinates": [[-6.391, -3.036, -0.716], [-5.256, -2.118, -0.274], [-5.733, -0.808, 0.106], [-6.365, 0.039, -0.878], [-5.518, 0.331, -2.117], [-4.935, -0.043, 1.339], [-5.736, 1.071, 1.753], [-4.573, -1.039, 2.305], [-3.411, 0.596, 0.629], [-3.316, 1.928, 0.277], [-2.141, 2.391, -0.299], [-1.082, 1.527, -0.501], [-1.179, 0.184, -0.123], [-0.032, -0.673, -0.335], [0.995, -0.357, -1.086], [1.887, -1.347, -1.046], [1.425, -2.270, -0.236], [2.202, -3.749, 0.243], [3.887, -3.444, -0.370], [4.577, -2.381, 0.492], [5.193, -2.677, 1.493], [4.434, -1.139, 0.007], [4.800, 0.049, 0.756], [3.563, 0.530, 1.537], [3.651, 1.942, 2.125], [2.884, 3.002, 1.331], [3.445, 3.378, -0.042], [3.339, 2.280, -1.108], [4.645, 1.533, -1.391], [5.455, 1.067, -0.180], [0.200, -1.903, 0.237], [-0.631, -2.643, 1.066], [-2.366, -0.282, 0.439], [-6.821, -2.706, -1.658], [-7.171, -3.049, 0.040], [-6.010, -4.046, -0.847], [-4.496, -2.052, -1.066], [-4.791, -2.525, 0.625], [-7.310, -0.424, -1.180], [-6.596, 0.965, -0.350], [-6.036, 1.051, -2.744], [-5.356, -0.573, -2.700], [-4.551, 0.745, -1.839], [-4.156, 2.578, 0.465], [-2.052, 3.428, -0.584], [-0.162, 1.870, -0.948], [4.397, -4.400, -0.254], [3.814, -3.160, -1.417], [3.758, -0.991, -0.738], [5.559, -0.267, 1.482], [2.687, 0.469, 0.891], [3.413, -0.190, 2.346], [4.694, 2.240, 2.238], [3.221, 1.924, 3.129], [1.850, 2.666, 1.208], [2.856, 3.912, 1.938], [4.483, 3.699, 0.060], [2.879, 4.249, -0.383], [2.553, 1.574, -0.843], [3.030, 2.735, -2.053], [5.300, 2.196, -1.964], [4.417, 0.679, -2.032], [5.757, 1.931, 0.410], [6.371, 0.606, -0.560], [-0.732, -2.193, 1.975], [-0.229, -3.570, 1.191], [-2.488, -1.312, 0.730]]}

=====

Record 3
{"formula": "C22H34O2", "method": "the ωB97M-V functional and the def2-TZVPD basis", "lumo_ev": 0.978, "e_homo_ev": -8.93, "gap_ev": 9.908, "e_above_lowest_ev": 0.1817, "total_energy_ev": -27458.7195, "species": ["C", "C", "C", "C", "C", "C", "C", "C", "C", "C", "C", "C", "C", "C", "C", "C", "C", "C", "C", "C", "O", "O", "C", "C", "H", "H", "H", "H", "H", "H", "H", "H", "H", "H", "H", "H", "H", "H", "H", "H", "H", "H", "H", "H", "H", "H", "H", "H", "H", "H", "H", "H", "H", "H", "H", "H", "H", "H"], "coordinates": [[8.391, 0.513, 0.237], [7.400, -0.650, 0.277], [6.050, -0.228, -0.209], [4.941, -0.270, 0.511], [3.586, 0.143, 0.019], [2.678, -1.050, -0.044], [1.627, -1.226, 0.739], [0.708, -2.409, 0.679], [-0.696, -1.965, 0.397], [-1.427, -2.373, -0.627], [-2.847, -1.948, -0.861], [-3.793, -2.728, 0.014], [-5.068, -2.434, 0.217], [-5.788, -1.258, -0.384], [-5.527, -0.021, 0.425], [-5.086, 1.120, -0.076], [-4.765, 2.347, 0.718], [-3.282, 2.701, 0.563], [-2.389, 1.635, 1.209], [-1.016, 1.572, 0.581], [0.022, 1.662, 1.183], [-1.105, 1.372, -0.737], [0.112, 1.256, -1.474], [0.760, 2.612, -1.715], [9.371, 0.193, 0.582], [8.490, 0.895, -0.777], [8.046, 1.323, 0.876], [7.775, -1.456, -0.362], [7.323, -1.034, 1.296], [6.023, 0.154, -1.222], [4.964, -0.655, 1.523], [3.679, 0.587, -0.976], [3.157, 0.885, 0.698], [2.953, -1.804, -0.772], [1.360, -0.467, 1.464], [1.044, -3.115, -0.083], [0.724, -2.914, 1.651], [-1.101, -1.250, 1.102], [-1.020, -3.097, -1.322], [-3.113, -2.108, -1.910], [-2.958, -0.881, -0.654], [-3.364, -3.593, 0.500], [-5.652, -3.053, 0.885], [-5.463, -1.096, -1.413], [-6.862, -1.462, -0.390], [-5.715, -0.115, 1.488], [-4.899, 1.203, -1.140], [-5.366, 3.184, 0.351], [-5.004, 2.191, 1.771], [-3.048, 2.766, -0.501], [-3.080, 3.674, 1.015], [-2.856, 0.658, 1.063], [-2.275, 1.811, 2.278], [0.795, 0.598, -0.928], [-0.180, 0.784, -2.415], [0.067, 3.280, -2.221], [1.053, 3.056, -0.767], [1.645, 2.486, -2.332]]}